No. 1
C25H25BF2O4 | ωB97M-V/def2-TZVPD

Its net charge is 0. The HOMO energy is -6.9 eV.

Last column: Mulliken charge in e.
CARTESIAN COORDINATES (ANGSTROEM)
C 4.6224 -2.2157 2.4642  -1.333
C 3.7145 -1.2834 1.8384  0.621
C 4.0529 -0.2752 0.9750  -0.567
C 2.8988 0.5995 0.9171  -1.169
C 1.9231 0.1195 1.7557  -0.981
B 1.6239 3.5855 5.3634  0.404
O 2.0991 2.2284 5.5482  -0.555
C 1.1470 1.2713 5.1266  -0.609
C 0.2462 2.0216 4.1405  0.707
C -1.0089 1.2053 4.0356  -1.326
C 0.9173 2.3837 2.7764  1.100
O 1.8396 3.2939 2.9467  -0.530
C 0.0073 3.3598 4.7367  -1.264
O 1.9690 4.6676 5.8823  -0.649
O 2.3758 -1.1579 2.2118  -0.203
H 5.6065 -1.7607 2.5715  0.380
H 4.2258 -2.5510 3.4189  0.312
H 4.7474 -3.0490 1.7619  0.306
H 5.1187 -0.0755 0.7735  0.320
H 2.8708 1.2699 0.1195  0.484
H 1.6487 0.3768 4.5933  0.096
H 0.5052 0.9966 5.9663  0.574
H -1.8535 1.8587 3.7351  0.699
H -0.9826 0.4445 4.8980  0.383
H -1.5955 1.1727 5.1030  0.672
H 1.3005 1.0572 2.4091  0.599
H 0.1085 2.6866 2.0081  0.339
H -0.3606 4.0461 3.9531  0.274
H -0.7628 3.1964 5.4670  0.398
F -4.6175 -1.7374 5.8332  -0.290
C -3.5409 -2.1943 5.1603  0.008
C -3.4046 -3.5426 4.8255  -0.486
C -2.3817 -3.8593 3.9382  -0.644
C -1.5587 -2.8523 3.3705  -0.543
C -1.5693 -1.4995 3.7884  0.310
C -0.8316 -0.2302 3.0026  1.340
C -2.1523 0.3105 2.3404  -1.007
C -2.2365 1.3617 1.4576  -0.447
C -3.3070 2.3468 1.2687  0.775
C -4.1740 2.8883 2.2679  -0.451
C -4.9819 3.9952 1.9507  0.165
F -5.6839 4.6386 2.9505  -0.310
C -5.0817 4.5396 0.6688  -0.576
C -4.2698 3.9664 -0.3276  -0.427
C -3.3856 2.9410 -0.0143  -0.706
C -2.6479 -1.2135 4.7192  -0.319
H -4.1239 -4.2413 5.2264  0.450
H -2.3280 -4.9275 3.6907  0.361
H -0.9519 -3.2085 2.5218  0.391
H 0.0810 -0.4935 2.4204  0.270
H -3.1121 -0.1513 2.6577  0.416
H -1.4228 1.4717 0.7420  0.384
H -4.1597 2.4927 3.2824  0.464
H -5.7128 5.3956 0.4542  0.428
H -4.3710 4.3173 -1.3611  0.359
H -2.6864 2.5812 -0.7868  0.353
H -2.8894 -0.1677 4.8973  0.251

Force components x, y, z for each atom (eV/Å):
C -0.012 -1.564 -0.171
C -1.230 2.759 -1.098
C -0.407 -0.567 1.447
C 0.795 -1.934 0.192
C 1.082 1.007 -0.398
B -1.981 0.189 0.810
O -0.304 -1.320 -0.294
C 2.320 0.960 -1.157
C 0.627 -1.740 -0.496
C 1.796 -0.397 -1.864
C 0.116 7.410 2.160
O -2.413 -4.439 -1.757
C 0.800 0.474 -0.797
O 0.860 0.611 0.024
O 0.658 1.542 1.274
H -0.152 0.083 0.162
H 0.225 -0.190 0.045
H 0.106 -0.325 0.508
H -0.978 0.014 -0.559
H -0.434 2.005 -0.295
H -0.688 0.997 1.153
H 0.048 -0.616 0.428
H 0.225 -0.863 0.238
H 0.027 -0.450 0.884
H 0.595 -0.078 -0.150
H 1.572 -3.913 -1.833
H 1.304 -1.132 0.092
H 0.206 0.109 0.653
H -0.577 0.413 1.034
F 0.268 -0.457 0.116
C 0.658 0.809 -0.594
C 0.189 1.131 0.199
C -0.515 0.422 0.319
C 0.772 -0.232 -0.380
C -0.981 -0.476 0.234
C -6.075 -0.873 2.129
C -0.790 0.861 -3.453
C 0.252 -2.041 0.404
C -1.207 0.978 -0.545
C 0.505 -0.057 -0.564
C -0.121 0.373 0.204
F 0.622 -0.972 -0.774
C 0.737 -0.783 0.106
C -0.464 0.009 0.298
C 0.357 -0.215 -0.182
C 1.114 -0.309 -1.023
H 0.120 -0.213 -0.094
H 0.418 0.684 -0.372
H 0.112 0.513 0.639
H -0.737 0.852 0.861
H 0.915 0.817 0.422
H 0.357 0.463 0.508
H -0.101 0.214 -0.127
H 0.011 -0.188 0.195
H 0.266 -0.046 0.493
H -0.502 0.151 0.363
H -0.370 -0.461 0.383



No. 2
C2H11NO3 | ωB97M-V/def2-TZVPD

Its expectation value of S² is 0.750. Its net charge is -1. Its multiplicity is 2. The HOMO energy (spin up / spin down) is 0.8 / -5.3 eV.

Last column: Mulliken charge in e.
CARTESIAN COORDINATES (ANGSTROEM)
C 2.1245 -1.9914 -2.3406  -0.879
C 2.3226 -0.6797 -1.9596  -0.137
N 1.7123 -0.1174 -0.7410  -1.299
H 1.8700 -2.5711 -1.4739  0.254
H 2.0954 -2.3656 -3.4182  0.278
H 2.7580 0.0701 -2.6011  0.408
H 1.4534 -0.9017 -0.1293  0.432
H 2.3609 0.6859 -0.1382  0.409
H -1.2224 -1.9502 -0.5429  0.745
H -0.1617 -0.8824 -0.7764  0.093
O -0.8075 -1.4194 -1.2885  -0.894
H -2.1044 0.2582 0.8686  0.461
H -2.2325 1.0553 -0.4104  0.366
O -1.9057 1.1074 0.4255  -1.094
H -2.2373 1.7176 4.8450  0.429
H -1.3864 2.7572 4.2527  0.423
O -2.2695 2.6838 4.6771  -0.994

Force components x, y, z for each atom (eV/Å):
C 0.562 2.437 -0.094
C -1.261 -0.919 0.429
N 3.490 1.303 0.502
H -0.632 -0.922 -0.362
H 0.506 0.547 1.861
H -0.198 0.164 -0.259
H 0.360 0.519 0.325
H -2.250 -3.143 -2.240
H 0.401 0.704 -1.037
H -0.699 0.022 -0.639
O -0.379 -0.697 1.512
H 0.169 0.264 -0.313
H -1.418 -0.565 -3.853
O 1.350 0.333 4.233
H -0.507 0.621 -0.046
H -0.753 0.389 0.082
O 1.260 -1.058 -0.100



No. 3
C7H15NO3S | ωB97M-V/def2-TZVPD

Its net charge is 0. The HOMO energy is -9.1 eV.

Last column: Mulliken charge in e.
CARTESIAN COORDINATES (ANGSTROEM)
C -2.8047 1.0234 -0.5205  -0.604
C -1.6825 0.7006 -1.4778  -0.623
C -3.0122 -0.0853 0.4419  -0.645
C -0.3558 0.3750 -0.6739  -0.353
C -1.7210 -0.3200 1.2648  -0.861
C 4.0885 -0.3364 0.7369  -0.818
C 0.2371 -1.4693 0.5618  -0.056
N -0.6525 -0.5719 0.3117  0.414
O 1.2680 -1.5990 -0.0391  -0.508
O 2.3742 1.5300 0.3580  -0.518
O 2.9956 0.2400 -1.6500  -0.473
S 3.5301 1.0200 -0.3412  0.542
H -2.5643 1.8165 0.0956  0.317
H -3.8670 1.1124 -0.9716  0.282
H -1.9981 -0.0580 -2.2479  0.334
H -1.6251 1.6321 -2.1675  0.265
H -3.8310 0.1454 0.9971  0.457
H -3.1411 -1.1055 -0.0809  0.257
H 0.5385 0.0618 -1.2817  0.102
H 0.0054 1.2981 -0.2294  0.323
H -1.3895 0.5603 1.9906  0.263
H -1.7883 -1.1149 1.9349  0.458
H 3.6864 -0.3202 1.7495  0.312
H 3.7848 -1.2980 0.3817  0.233
H 5.1823 -0.3689 0.8533  0.348
H 0.0518 -2.1384 1.5110  0.169
H 2.6905 -0.7299 -1.5071  0.383

Force components x, y, z for each atom (eV/Å):
C -2.292 -2.182 -1.705
C 0.317 1.506 -2.262
C 3.001 -3.127 -0.706
C -0.476 1.945 -2.945
C 0.233 3.039 0.094
C 0.910 -0.596 0.361
C 0.983 -2.678 3.109
N -1.806 0.303 1.214
O 1.982 -0.816 -1.151
O -1.104 0.810 0.738
O -0.064 -2.557 -0.164
S 0.708 -0.342 0.245
H 0.346 2.365 0.810
H 1.959 0.601 0.047
H 0.442 0.099 1.161
H 0.735 -1.292 1.190
H -2.328 0.234 2.041
H -0.259 1.518 0.564
H -1.449 0.043 0.422
H -0.110 0.269 0.328
H -0.858 -1.147 -1.698
H -0.222 -1.683 0.819
H -0.325 0.792 -0.164
H -0.269 -0.582 -0.648
H -0.246 0.309 -0.372
H -0.134 0.989 -1.510
H 0.326 2.181 0.183



No. 4
C2H6FO2Yb | ωB97M-V/def2-TZVPD

Its expectation value of S² is 2.001. Its net charge is +1. Its multiplicity is 3. The HOMO energy (spin up / spin down) is -12.2 / -14.8 eV.

Last column: Mulliken charge in e.
CARTESIAN COORDINATES (ANGSTROEM)
C -1.7607 -0.4405 -0.1561  -0.489
O -0.5140 0.2234 -0.1933  0.449
C 0.6558 -0.5709 -0.4404  0.002
O 1.7002 0.3118 -0.4650  -0.847
Yb 0.2475 2.4640 0.2623  0.541
H -2.4835 0.3080 0.1861  0.177
H -2.0195 -0.7765 -1.1707  0.304
H -1.7035 -1.2825 0.5486  0.298
H 0.5137 -1.0499 -1.4236  0.327
H 0.7329 -1.3050 0.3818  0.342
H 2.3202 0.5471 0.7384  0.548
F 2.3109 1.5712 1.7318  -0.651

Force components x, y, z for each atom (eV/Å):
C -0.722 -0.334 -0.072
O 0.326 2.322 0.486
C 0.636 -0.702 0.027
O 0.866 1.715 2.767
Yb 2.375 -3.349 0.590
H -0.036 -0.413 -0.054
H -0.017 -0.031 0.378
H -0.176 0.238 -0.241
H 0.130 0.014 0.328
H -0.054 0.089 -0.401
H -1.668 1.173 -1.303
F -1.659 -0.723 -2.505



No. 5
C2H7N3S | ωB97M-V/def2-TZVPD

Its net charge is 0. The HOMO energy is -8.3 eV. As for the SMILES: CN(N)/C=N\S.

Last column: Mulliken charge in e.
CARTESIAN COORDINATES (ANGSTROEM)
C 0.1238 -0.5860 1.6517  -0.754
N -0.8831 -0.2042 0.6899  0.122
N -2.1228 -0.0587 1.2921  -0.718
C -0.6627 0.7523 -0.3368  0.140
N 0.2549 0.7903 -1.2095  -0.412
S 1.5746 -0.2338 -1.2563  -0.178
H 0.0269 -1.6833 1.9141  0.232
H 1.1077 -0.3666 1.2362  0.275
H -0.0933 -0.0209 2.6482  0.270
H -1.9786 0.2511 2.2611  0.252
H -2.5261 -1.0462 1.2879  0.272
H -1.4757 1.5337 -0.3348  0.360
H 2.2369 0.3836 -2.2088  0.139

Force components x, y, z for each atom (eV/Å):
C -0.183 -0.316 1.213
N 0.746 0.718 -0.637
N -1.532 -1.881 0.085
C -0.570 -0.007 0.737
N -0.236 0.942 0.138
S -0.184 -0.995 0.705
H 0.222 1.102 -0.404
H 0.033 -0.103 0.471
H 0.784 -0.647 -1.532
H -0.324 -0.254 -0.305
H 0.295 1.941 0.441
H 0.826 -0.953 -0.347
H 0.124 0.454 -0.565



No. 6
C4H12NO3 | ωB97M-V/def2-TZVPD

Its expectation value of S² is 0.755. Its net charge is 0. Its multiplicity is 2. The HOMO energy (spin up / spin down) is -9.9 / -9.8 eV.

Last column: Mulliken charge in e.
CARTESIAN COORDINATES (ANGSTROEM)
C 0.6440 0.3091 1.2688  -0.573
O 1.9116 0.3438 0.8389  -0.446
C -0.4165 0.3952 0.0812  0.377
C -0.6769 -0.9332 -0.6509  -0.865
C -1.8263 -1.7434 -0.0685  -0.420
O -2.0759 -2.9300 -0.8190  -0.522
N -0.0613 1.4109 -0.8822  -0.735
H 0.5219 -0.3934 2.1104  0.414
H 0.3440 1.2259 1.8280  0.314
H -1.3562 0.6651 0.5727  0.331
H -1.0467 -0.6157 -1.6185  0.323
H 0.2208 -1.5548 -0.6190  0.378
H -1.6815 -1.9902 0.9881  0.281
H -2.7692 -1.2043 -0.1926  0.278
H -1.2940 -3.2135 -1.2963  0.314
H 0.7314 1.1051 -1.4353  0.249
H 0.1583 2.2719 -0.3967  0.285
H 2.3832 1.6866 -0.0132  0.400
H 3.3507 2.7246 0.5646  0.299
O 2.9388 2.4404 -0.2606  -0.683

Force components x, y, z for each atom (eV/Å):
C -0.690 0.233 0.124
O -0.283 -0.303 0.446
C -0.213 -0.700 0.473
C -0.454 0.268 0.894
C -0.327 -0.210 -0.350
O -0.006 -0.156 0.093
N -0.244 -0.214 0.486
H -0.296 -0.580 -0.526
H 0.724 0.378 -0.258
H -0.017 0.220 -0.077
H 0.603 -0.356 -0.601
H 0.076 0.079 -0.622
H 0.057 0.011 0.018
H 0.169 0.338 0.408
H 0.222 0.045 0.079
H 0.049 0.266 0.054
H 0.225 0.155 -0.355
H 0.271 -0.087 -0.057
H -0.015 -0.062 -0.218
O 0.149 0.674 -0.012



No. 7
C21H37HgO11 | ωB97M-V/def2-TZVPD

Its net charge is -1. The HOMO energy is -2.1 eV.

Last column: Mulliken charge in e.
CARTESIAN COORDINATES (ANGSTROEM)
Hg -0.3183 0.6978 0.1617  2.953
C -1.1526 2.5358 4.4787  -1.040
C -1.6545 1.3857 3.6132  -0.103
O -1.3260 1.6881 2.2876  -0.518
H -1.2618 2.3058 5.5385  0.441
H -1.6410 3.4857 4.2617  0.258
H -0.0679 2.6235 4.4165  0.050
H -2.6985 1.0784 3.6743  0.263
H -1.1355 0.4850 3.9412  -0.103
C 2.5474 3.5034 2.4423  -1.200
C 2.3178 2.9887 1.0056  0.177
O 0.9976 2.7525 0.6343  -0.530
H 2.0502 4.4575 2.6170  0.350
H 3.5873 3.7732 2.6268  0.437
H 2.2466 2.8557 3.2658  0.128
H 2.7977 2.0140 1.0942  -0.432
H 2.9274 3.5081 0.2662  0.280
C -2.7029 2.9733 -1.7394  -0.875
O -1.8083 2.6912 -0.6680  -0.557
H -3.3066 3.8440 -1.4835  0.306
H -2.1482 3.3678 -2.5908  0.206
H -3.3533 2.1477 -2.0282  0.109
O 1.4743 -0.7088 0.8321  -0.486
C 2.5037 -0.8390 1.4709  0.148
O 2.5046 -0.5642 2.8731  -0.282
C 3.7984 -0.8623 3.3835  -0.522
C 4.6834 -0.6367 2.1186  -0.544
C 3.9107 -1.2253 0.9899  -0.474
H 3.8441 -1.8774 3.7778  0.277
H 4.1181 -0.3351 4.2823  0.355
H 5.6779 -1.0722 2.2165  0.402
H 4.8164 0.4052 1.8271  0.295
H 3.8485 -2.3106 0.9097  0.380
H 4.0044 -0.9096 -0.0491  0.082
O 1.1098 0.6638 -1.6628  -0.756
C 1.6539 0.6434 -2.7569  -0.141
O 3.0040 0.4736 -2.7717  -0.401
C 3.4019 0.2427 -4.1069  -0.528
C 2.2754 0.8019 -5.0717  -0.662
C 1.0495 0.7187 -4.2112  0.079
H 3.7073 -0.8036 -4.1173  0.294
H 4.3939 0.6444 -4.3138  0.321
H 2.1800 0.1152 -5.9128  0.283
H 2.5159 1.7618 -5.5287  0.309
H 0.3533 -0.0575 -4.5289  -0.060
H 0.6085 1.6937 -4.4189  0.252
O -1.4190 -0.2672 -1.7833  -0.435
C -2.2049 -0.8389 -2.5146  0.303
O -3.5858 -1.0241 -2.2783  -0.460
C -4.4058 -1.8038 -3.2099  -0.295
C -3.3906 -2.0503 -4.2849  -0.644
C -2.0072 -1.4672 -3.8865  -0.337
H -5.1895 -1.1764 -3.6347  0.177
H -4.8773 -2.6261 -2.6717  0.279
H -3.7344 -1.7932 -5.2868  0.420
H -3.3315 -3.1350 -4.1960  0.197
H -1.7926 -0.6368 -4.5592  0.144
H -1.1016 -2.0724 -3.8455  0.390
O -1.1684 -1.6646 0.4605  -0.417
C -1.8350 -2.2557 1.2969  0.398
O -3.1061 -2.8827 1.0664  -0.347
C -3.6815 -3.2434 2.2843  -0.457
C -2.6437 -3.0702 3.3726  -0.628
C -1.3252 -2.6938 2.5809  -0.121
H -4.0470 -4.2697 2.2497  0.246
H -4.5504 -2.5867 2.3277  0.289
H -2.5805 -3.8935 4.0842  0.395
H -2.8476 -2.1131 3.8527  0.218
H -0.7624 -3.6093 2.3986  0.279
H -0.7465 -1.9512 3.1302  0.183

Force components x, y, z for each atom (eV/Å):
Hg -1.722 4.698 2.286
C -0.248 -0.377 0.892
C 1.471 0.171 -2.392
O -0.120 -0.964 -0.020
H -0.575 0.006 0.517
H 0.111 -0.044 -0.162
H -0.029 0.140 -0.749
H -0.861 0.547 0.616
H 0.563 -0.712 0.570
C -0.111 1.416 0.012
C -1.779 -2.154 0.753
O 1.032 0.260 -0.015
H -0.481 0.095 -0.086
H 0.582 -0.260 -0.186
H -0.270 -0.406 -0.384
H 0.960 -1.004 -0.300
H 0.131 0.801 -0.225
C 2.180 -0.071 2.092
O -0.775 -0.662 -1.129
H -0.761 0.182 0.326
H 0.269 -0.251 -1.032
H -0.368 -0.367 -0.329
O 2.564 -1.119 1.384
C -2.117 1.248 0.361
O -0.096 -0.636 -1.503
C 0.921 0.049 -1.157
C 1.664 -0.377 0.505
C -2.565 -0.493 0.036
H -0.115 -0.606 -0.619
H -0.519 1.065 -0.431
H 0.081 -0.029 0.158
H -0.117 0.282 0.739
H 0.435 -0.339 0.433
H 0.345 0.609 0.309
O 1.515 -0.004 -3.575
C -1.807 -0.290 2.666
O -0.739 0.633 -0.861
C 1.210 0.155 -1.021
C 1.824 -2.437 -0.177
C 0.661 1.645 0.517
H -1.050 -0.608 -0.720
H -0.142 1.002 0.269
H 0.150 -0.056 -0.131
H -0.002 0.144 0.636
H 0.197 -0.072 0.674
H -0.866 -0.149 1.009
O -2.520 -1.832 -2.388
C -1.272 0.094 0.265
O 0.138 0.813 1.954
C 1.576 2.843 0.606
C 1.136 -2.827 -0.388
C -0.402 1.111 -0.088
H -0.146 0.300 0.564
H 0.493 -0.177 -0.134
H 0.198 0.088 0.150
H 0.525 -0.328 -0.977
H 0.178 0.105 -0.012
H -0.398 -0.516 -0.238
O -2.466 -1.638 1.241
C 0.471 -0.034 -2.941
O 2.842 1.575 -1.323
C -0.958 -0.399 0.251
C 0.946 1.718 -0.178
C -1.192 -1.280 2.528
H 0.057 -0.153 -0.305
H -0.135 -0.079 0.805
H 0.098 0.188 -0.128
H -0.299 -0.328 0.697
H 0.380 0.145 -0.120
H 0.118 -0.047 -0.396



No. 8
C3H8N2O2 | ωB97M-V/def2-TZVPD

Its expectation value of S² is 2.006. Its net charge is 0. Its multiplicity is 3. The HOMO energy (spin up / spin down) is -5.0 / -9.9 eV.

Last column: Mulliken charge in e.
CARTESIAN COORDINATES (ANGSTROEM)
C -0.8788 1.1201 -1.1987  -0.228
C 1.3959 -1.0260 1.0232  -1.087
C 0.7189 -1.1079 -0.2857  0.193
N -1.5902 0.6535 0.9311  -0.453
N -0.6924 1.2122 0.0737  -0.324
O -0.0462 1.7981 -1.9726  -0.420
O -0.1877 -1.8963 -0.5770  -0.530
H -1.7136 0.6271 -1.6711  0.493
H 0.7389 -1.5095 1.7134  0.325
H 2.3285 -1.5224 1.0077  0.369
H 1.5579 -0.0161 1.3342  0.322
H 1.1047 -0.6774 -1.2376  0.387
H -1.1072 0.1923 1.7196  0.292
H -2.0211 -0.1121 0.4310  0.304
H 0.3925 2.2644 -1.2911  0.357

Force components x, y, z for each atom (eV/Å):
C -4.365 -2.305 -7.358
C -1.178 0.475 0.030
C -0.710 -2.170 -3.036
N 1.364 -0.770 -1.689
N 2.308 1.069 9.315
O -0.043 -0.101 -0.921
O 0.647 1.029 1.628
H -0.042 0.005 -0.160
H -0.258 -0.448 0.725
H 1.070 -0.656 -0.183
H 0.153 0.749 0.076
H 0.532 0.864 0.960
H -0.226 1.022 -0.121
H -1.010 -0.366 -0.107
H 1.758 1.602 0.842



Question: What is the net charge in the seventh record?
Answer: -1